Entry 1:
39
Properties=species:S:1:pos:R:3:forces:R:3 method="wB97M-V/def2-TZVPD" de_lowest_kj_mol=0.0 largest_force_ha_per_bohr=0.0277 lumo_energy_ev=0.25
C -5.101 -1.980 -1.270 -0.04 -0.10 -0.03
C -5.390 -1.857 0.079 -0.07 -0.08 0.02
C -4.956 -0.748 0.783 0.07 0.14 -0.02
C -4.236 0.252 0.142 0.05 0.04 -0.02
C -3.782 1.470 0.912 -0.27 0.04 0.17
O -2.654 2.117 0.368 0.01 0.10 -0.13
C -1.450 1.476 0.401 0.38 0.02 -0.04
C -0.367 2.191 -0.112 -0.42 -0.18 0.14
C 0.901 1.653 -0.129 0.04 0.04 -0.03
C 1.118 0.371 0.373 -0.48 0.19 0.01
N 2.370 -0.244 0.391 0.29 -0.56 0.17
C 3.583 0.215 -0.025 0.35 0.05 -0.08
N 3.726 1.427 -0.554 -0.60 -0.41 0.28
C 4.930 1.830 -0.944 0.38 0.16 -0.14
N 6.068 1.181 -0.886 0.51 0.04 -0.11
C 5.966 -0.041 -0.361 -1.35 -0.27 0.36
N 6.961 -0.954 -0.166 0.63 0.05 -0.14
C 6.386 -1.985 0.368 -0.04 -0.06 0.03
N 5.044 -1.835 0.554 -0.29 -0.23 0.15
C 4.736 -0.578 0.090 0.63 0.73 -0.42
C 0.038 -0.344 0.881 0.24 0.13 -0.08
C -1.235 0.196 0.898 -0.23 0.14 0.04
C -3.956 0.127 -1.211 0.00 0.08 0.05
C -4.383 -0.986 -1.912 -0.01 0.00 -0.06
H -5.436 -2.848 -1.818 -0.02 -0.07 -0.04
H -5.951 -2.628 0.585 -0.04 -0.07 0.04
H -5.178 -0.656 1.837 -0.01 -0.01 0.12
H -3.607 1.210 1.966 -0.01 0.02 -0.11
H -4.570 2.232 0.879 0.14 -0.13 0.09
H -0.545 3.182 -0.497 -0.01 0.13 -0.05
H 1.733 2.209 -0.525 -0.10 0.03 0.01
H 2.366 -1.176 0.782 0.02 0.22 -0.10
H 4.964 2.826 -1.364 0.02 0.10 -0.04
H 6.901 -2.884 0.645 0.02 -0.24 0.09
H 4.418 -2.516 0.952 0.16 0.03 -0.04
H 0.188 -1.342 1.271 0.02 -0.10 0.04
H -2.046 -0.396 1.291 -0.06 -0.03 0.02
H -3.397 0.905 -1.711 0.07 0.06 -0.03
H -4.156 -1.076 -2.964 0.02 -0.01 -0.09

---

Entry 2:
53
Properties=species:S:1:pos:R:3:forces:R:3 method="wB97M-V/def2-TZVPD" de_lowest_kj_mol=105.1 largest_force_ha_per_bohr=0.0494 lumo_energy_ev=3.60 total_charge=-2
Pd -0.979 -0.898 -1.596 -0.42 1.36 2.10
S -1.300 -2.858 -0.683 -0.42 -1.21 0.12
C -0.329 -2.967 0.780 -0.06 0.03 -0.20
C -0.275 -4.219 1.415 -0.04 0.00 -0.02
C 0.472 -4.384 2.562 0.03 0.07 0.05
C 1.181 -3.315 3.115 0.01 -0.08 -0.02
C 1.135 -2.083 2.490 -0.10 -0.03 -0.03
C 0.378 -1.910 1.332 0.12 -0.11 0.11
As 0.347 -0.280 0.303 0.44 -0.05 -0.03
C 2.242 -0.001 0.101 0.04 0.04 -0.21
C 2.951 0.884 0.902 0.02 -0.05 0.02
C 4.326 1.006 0.743 0.00 0.01 0.03
C 4.987 0.252 -0.215 0.00 0.01 -0.03
C 4.272 -0.628 -1.019 0.00 0.01 0.03
C 2.900 -0.758 -0.866 0.01 -0.01 0.00
C -0.240 1.015 1.601 -0.23 -0.06 -0.09
C -0.047 2.374 1.404 0.08 -0.01 0.01
C -0.583 3.282 2.306 0.04 0.00 -0.02
C -1.302 2.836 3.401 0.01 -0.01 0.03
C -1.485 1.475 3.605 0.02 0.01 0.00
C -0.966 0.563 2.701 -0.01 0.02 -0.03
H -0.815 -5.056 0.987 0.01 0.00 0.00
H 0.516 -5.360 3.030 -0.01 0.00 0.02
H 1.772 -3.452 4.012 -0.01 -0.01 0.01
H 1.680 -1.240 2.899 0.03 0.00 -0.01
H 2.437 1.478 1.647 0.00 0.02 0.00
H 4.879 1.699 1.366 0.00 0.00 0.00
H 6.057 0.360 -0.346 0.00 -0.01 0.01
H 4.783 -1.207 -1.778 -0.01 0.00 0.00
H 2.329 -1.421 -1.506 -0.02 0.05 -0.03
H 0.474 2.739 0.532 -0.02 0.02 -0.07
H -0.461 4.340 2.116 -0.02 0.00 0.00
H -1.746 3.549 4.086 0.01 0.00 0.01
H -2.057 1.121 4.454 -0.02 0.00 -0.02
H -1.148 -0.494 2.839 -0.02 0.00 -0.01
O -0.770 2.608 -3.531 0.04 0.40 0.02
P -0.843 2.414 -1.952 0.00 -0.39 -0.14
O -0.694 3.671 -1.196 0.10 -0.04 -0.02
O 0.080 1.234 -1.605 -0.03 0.32 -0.08
O -2.312 1.748 -1.857 -0.32 0.63 0.00
P -3.133 1.109 -0.640 0.07 -0.22 0.00
O -4.425 0.586 -1.383 0.04 -0.05 -0.12
O -3.396 2.049 0.455 -0.19 -0.21 0.07
O -2.301 -0.163 -0.262 0.18 0.15 0.01
H -1.650 2.699 -3.943 0.05 -0.34 -0.01
H -4.109 -0.056 -2.068 0.05 -0.07 0.08
F -1.110 -1.969 -4.880 0.20 -0.14 0.05
Te -1.851 -0.240 -4.375 -0.25 -0.99 -1.55
F -3.341 -0.985 -5.298 -0.17 0.17 0.18
F -3.038 1.379 -4.564 -0.12 0.26 0.28
F -1.344 0.221 -6.242 0.12 0.19 -0.16
F 0.521 -1.600 -2.574 -0.04 -0.11 -0.23
O -2.671 -1.148 -2.805 0.81 0.42 -0.10

---

Entry 3:
48
Properties=species:S:1:pos:R:3:forces:R:3 method="wB97M-V/def2-TZVPD" de_lowest_kj_mol=0.0 s_squared=0.7715 largest_force_ha_per_bohr=0.0087 spin_multiplicity=2 lumo_energy_ev="-6.11 / -6.29" total_charge=+2
Tc 0.189 1.062 0.311 -0.43 0.05 -0.11
C -2.304 0.293 -1.805 0.09 -0.15 -0.04
C 0.344 2.715 0.916 0.24 -0.21 0.24
N 0.827 3.917 0.894 -0.26 0.08 -0.17
C 1.604 4.320 -0.296 0.05 -0.01 0.01
C 0.915 3.881 -1.582 0.06 0.00 -0.05
S 0.955 2.066 -1.744 0.15 -0.03 0.07
C -0.203 1.882 -3.143 0.09 0.07 -0.08
C -0.601 0.460 -3.518 0.04 -0.11 -0.02
N -1.378 -0.248 -2.486 -0.11 0.33 -0.12
H -2.719 -0.216 -0.944 -0.04 -0.16 -0.32
H -2.696 1.258 -2.099 0.01 0.03 0.04
H -5.259 -0.842 2.617 0.03 -0.02 -0.10
H -1.284 1.442 -0.279 0.03 0.07 -0.04
H 0.527 4.618 1.558 0.06 -0.01 0.03
H 1.703 5.403 -0.288 -0.04 0.00 -0.01
H 2.605 3.891 -0.229 0.01 0.03 0.01
H -0.119 4.224 -1.611 0.00 0.00 0.02
H 1.458 4.289 -2.434 -0.02 -0.01 -0.01
H -1.060 2.538 -2.987 -0.03 -0.05 0.10
H 0.354 2.272 -3.996 -0.07 0.05 -0.02
H -1.194 0.491 -4.433 0.02 0.04 -0.02
H 0.281 -0.146 -3.713 -0.03 -0.05 0.04
H -0.957 -1.127 -2.168 0.03 0.02 0.09
Cl 5.168 -4.169 -0.342 0.00 0.00 0.00
C 3.809 -3.121 -0.496 -0.02 0.01 -0.01
C 3.759 -1.947 0.236 -0.01 -0.01 0.00
C 2.652 -1.135 0.088 0.02 -0.01 0.04
Cl 2.560 0.357 1.016 0.06 0.01 -0.11
C 1.578 -1.415 -0.754 0.06 -0.02 0.03
O 0.528 -0.624 -0.902 -0.04 0.05 0.03
C 1.688 -2.612 -1.470 0.02 -0.08 -0.01
Cl 0.381 -3.032 -2.542 0.02 -0.02 -0.01
C 2.770 -3.460 -1.354 0.02 0.00 0.01
H 4.564 -1.678 0.905 0.00 0.00 0.00
H 2.810 -4.376 -1.925 0.00 0.00 0.00
Cl -3.582 -3.581 5.378 0.00 0.00 0.00
C -2.690 -2.584 4.313 0.01 -0.03 -0.04
C -3.333 -1.817 3.373 -0.04 0.05 0.05
Cl -5.116 -1.909 3.377 -0.03 0.01 0.10
C -2.705 -0.985 2.461 0.09 0.04 -0.02
Cl -3.610 -0.029 1.340 -0.15 0.01 0.28
C -1.303 -0.900 2.465 0.10 0.00 -0.04
O -0.658 -0.181 1.616 0.04 0.06 0.13
C -0.622 -1.686 3.433 -0.05 -0.05 0.02
Cl 1.083 -1.600 3.451 0.00 0.00 -0.01
C -1.289 -2.510 4.329 0.02 0.02 0.01
Cl -0.429 -3.446 5.463 0.00 0.00 0.00

---

Entry 4:
44
Properties=species:S:1:pos:R:3:forces:R:3 method="wB97M-V/def2-TZVPD" largest_force_ha_per_bohr=0.0163 lumo_energy_ev=-0.34
O 2.425 0.656 -4.188 0.32 -0.10 -0.25
C 1.444 0.369 -3.539 -0.37 0.01 -0.07
C 0.725 -0.974 -3.707 0.56 -0.01 -0.38
N 0.292 -1.515 -2.441 0.51 -0.07 0.57
C -0.952 -2.044 -2.240 -0.60 -0.15 0.05
O -1.871 -1.961 -3.019 0.08 -0.02 0.03
C -0.982 -2.735 -0.925 -0.23 -0.36 0.33
C -2.095 -3.356 -0.376 0.18 0.13 -0.10
C -1.964 -3.982 0.854 -0.07 0.03 -0.07
C -0.748 -3.991 1.522 0.20 0.10 -0.10
C 0.368 -3.367 0.975 0.22 -0.05 0.10
C 0.225 -2.750 -0.246 -0.15 0.26 -0.78
S 1.414 -1.823 -1.193 -0.28 0.09 0.08
O 2.483 -2.615 -1.700 0.01 -0.30 -0.14
O 1.742 -0.588 -0.546 -0.03 -0.17 0.09
N 0.859 1.195 -2.655 -0.26 0.25 0.14
C 1.509 2.395 -2.183 0.10 0.06 -0.20
C 0.477 3.365 -1.631 -0.11 -0.28 0.36
S -0.617 2.584 -0.398 0.13 0.23 0.15
C 0.628 2.128 0.886 -0.12 0.12 -0.58
C -0.059 1.944 2.195 -0.02 0.10 0.09
C 0.059 2.887 3.214 -0.13 -0.24 0.04
F 0.833 3.970 3.004 -0.06 -0.07 -0.02
C -0.573 2.758 4.436 0.11 0.12 -0.11
C -1.367 1.647 4.661 0.06 0.01 -0.12
C -1.518 0.688 3.676 -0.05 -0.10 -0.06
C -0.872 0.844 2.460 0.06 0.29 0.27
Cl -1.080 -0.360 1.237 -0.17 -0.01 0.10
H 1.424 -1.668 -4.186 -0.09 0.17 -0.02
H -0.161 -0.855 -4.340 0.12 -0.05 0.18
H -3.032 -3.336 -0.910 -0.08 0.00 -0.06
H -2.820 -4.467 1.299 -0.07 -0.04 0.04
H -0.665 -4.483 2.479 0.02 -0.04 0.07
H 1.317 -3.359 1.486 0.09 -0.03 0.11
H 0.101 0.861 -2.075 0.09 -0.05 -0.05
H 2.244 2.137 -1.410 0.00 0.08 -0.09
H 2.042 2.842 -3.026 0.00 -0.02 0.16
H 0.958 4.227 -1.169 0.03 0.03 -0.10
H -0.200 3.705 -2.414 0.03 0.05 -0.03
H 1.342 2.949 0.938 0.04 -0.10 0.05
H 1.117 1.207 0.565 0.03 0.16 0.15
H -0.439 3.521 5.185 0.03 0.09 0.06
H -1.871 1.530 5.607 -0.05 -0.01 0.09
H -2.138 -0.178 3.840 -0.06 -0.09 0.00

---

Entry 5:
47
Properties=species:S:1:pos:R:3:forces:R:3 method="wB97M-V/def2-TZVPD" de_lowest_kj_mol=75.4 s_squared=6.0316 largest_force_ha_per_bohr=0.0269 spin_multiplicity=5 lumo_energy_ev="4.22 / 4.22" total_charge=-2
Cr -1.166 -0.773 1.792 -0.67 -1.21 0.06
S -7.617 1.517 4.314 0.09 -0.07 -0.05
C -6.197 0.817 3.731 -0.25 0.14 0.07
S -4.878 0.381 4.703 0.24 -0.09 0.38
C -3.807 -0.273 3.488 0.14 -0.05 -0.02
C -4.292 -0.213 2.219 0.16 -0.07 -0.10
S -3.495 -0.751 0.760 -0.24 0.19 0.02
S -5.892 0.477 2.097 -0.09 0.00 -0.42
S -2.277 -0.937 4.011 -0.11 0.02 -0.03
O 0.275 -4.675 1.243 0.04 -0.06 -0.01
C 0.075 -3.470 1.113 -0.44 0.15 0.22
O -0.886 -2.796 1.629 0.42 -0.23 -0.10
C 1.077 -2.691 0.241 -0.04 0.14 -0.07
P 0.509 -0.958 -0.090 0.74 -0.25 0.07
C 2.051 -0.002 0.245 -0.21 0.11 -0.04
C 2.558 0.966 -0.617 0.05 0.05 -0.05
C 3.641 1.755 -0.245 -0.07 -0.08 0.00
C 4.227 1.595 1.002 -0.01 0.01 -0.03
C 3.718 0.647 1.879 -0.08 -0.06 -0.02
C 2.634 -0.136 1.505 0.07 -0.02 0.00
C 0.401 -0.988 -1.918 -0.32 0.01 0.11
C 1.488 -1.297 -2.730 0.05 -0.02 -0.12
C 1.335 -1.403 -4.107 -0.03 0.02 0.09
C 0.083 -1.211 -4.682 0.09 0.01 -0.01
C -1.007 -0.913 -3.879 -0.03 0.01 0.17
C -0.850 -0.800 -2.500 -0.05 0.03 -0.08
H 1.210 -3.249 -0.685 0.08 0.01 -0.03
H 2.036 -2.681 0.760 0.02 -0.01 -0.01
H 2.090 1.119 -1.581 -0.01 0.01 0.03
H 4.010 2.514 -0.925 0.00 -0.01 -0.01
H 5.059 2.222 1.300 -0.01 -0.01 0.00
H 4.146 0.533 2.867 -0.01 -0.01 0.00
H 2.217 -0.843 2.215 0.00 0.01 0.02
H 2.463 -1.455 -2.282 0.00 -0.01 -0.01
H 2.189 -1.643 -4.729 0.00 0.01 0.00
H -0.038 -1.293 -5.756 0.00 -0.01 0.01
H -1.986 -0.768 -4.320 0.01 0.00 0.02
H -1.694 -0.555 -1.864 0.02 0.01 -0.03
C -0.544 2.832 -1.430 0.05 -0.08 0.14
O -0.537 1.601 -0.744 0.02 0.18 -0.17
H -1.501 3.350 -1.318 -0.02 0.02 -0.01
H -0.388 2.618 -2.490 0.01 0.00 -0.01
H 0.251 3.495 -1.074 0.01 0.02 -0.01
H -0.555 1.761 0.217 -0.10 -0.05 0.00
O 0.400 3.330 1.785 0.00 0.19 -0.26
S 0.050 2.218 2.688 0.32 0.46 0.72
N -0.587 1.024 2.160 0.13 0.58 -0.41

---

Entry 6:
41
Properties=species:S:1:pos:R:3:forces:R:3 method="wB97M-V/def2-TZVPD" de_lowest_kj_mol=0.0 s_squared=6.0453 largest_force_ha_per_bohr=0.0032 spin_multiplicity=5 lumo_energy_ev="-6.52 / -8.52" total_charge=+2
Ir 0.840 0.178 0.780 0.16 -0.02 -0.01
C -2.912 1.245 3.314 0.00 -0.01 0.01
C -1.835 1.008 2.307 0.05 -0.04 0.05
N -0.786 0.285 2.462 -0.07 0.04 -0.02
N -0.529 -0.345 3.643 -0.01 -0.01 0.02
C 0.620 -1.035 3.806 0.02 0.00 0.00
N 0.804 -1.635 4.972 -0.03 0.01 0.00
S 1.795 -1.181 2.583 -0.05 -0.02 -0.01
C -1.935 1.660 0.979 0.02 0.01 -0.03
C -3.057 2.372 0.591 0.02 -0.01 0.00
C -3.072 2.980 -0.657 0.02 0.00 -0.02
C -1.969 2.854 -1.482 -0.04 0.01 0.01
C -0.889 2.113 -1.034 0.01 -0.02 0.02
N -0.867 1.538 0.169 -0.07 0.06 -0.02
H -2.756 0.749 4.267 0.00 0.01 0.00
H -3.867 0.890 2.922 0.00 0.00 0.00
H -3.010 2.313 3.510 0.00 0.00 -0.01
H -1.186 -0.257 4.405 0.01 0.00 0.00
H 0.118 -1.631 5.712 0.00 0.00 0.00
H 1.658 -2.146 5.132 0.00 0.00 -0.01
H -3.912 2.459 1.244 0.00 -0.01 0.01
H -3.939 3.543 -0.976 0.00 0.00 0.00
H -1.936 3.316 -2.458 0.00 0.00 0.00
H -0.008 1.974 -1.648 0.00 0.00 0.00
I 3.134 1.256 -0.249 -0.03 0.04 0.01
C 2.967 0.010 -1.910 -0.02 -0.07 -0.07
C 3.920 0.087 -2.906 0.00 0.05 0.06
C 3.826 -0.764 -4.006 -0.01 -0.03 -0.03
C 2.791 -1.670 -4.087 0.00 0.01 0.00
C 1.823 -1.749 -3.071 0.02 0.01 0.00
C 0.768 -2.689 -3.157 -0.02 0.01 0.03
C -0.186 -2.781 -2.157 0.02 -0.01 -0.03
C -0.109 -1.945 -1.058 -0.03 0.00 0.05
C 0.906 -0.968 -0.895 -0.03 -0.08 -0.02
C 1.896 -0.891 -1.940 0.05 0.06 0.01
H 4.735 0.796 -2.840 0.00 0.00 0.00
H 4.569 -0.709 -4.789 0.00 0.00 0.00
H 2.715 -2.335 -4.938 0.00 0.00 0.00
H 0.720 -3.341 -4.020 0.00 0.00 0.00
H -0.983 -3.508 -2.235 0.00 0.00 0.01
H -0.860 -2.043 -0.283 0.00 0.00 -0.01